ORCA calculation (ωB97M-V with the def2-TZVPD basis set) on a single C11H8Br2 molecule.

The geometry in XYZ format:
```
21
Properties=species:S:1:pos:R:3:lowdin_charge:R:1
C 0.6386 0.5590 -2.3141 -0.08
C 1.5500 -0.4679 -2.4687 -0.08
C -0.0069 0.7146 -1.0985 -0.04
C 1.8121 -1.3137 -1.4098 -0.07
C 0.2229 -0.1246 -0.0183 -0.12
C 1.1824 -1.1746 -0.1731 -0.18
C -0.3306 -0.8074 2.3003 -0.23
C 0.5881 -1.9970 1.9476 -0.62
C -1.7722 -0.1068 1.9028 0.03
C -0.4028 0.2839 1.2962 -0.23
C 1.5025 -2.1367 0.9110 -0.69
Br 0.6941 -3.2401 3.3971 0.70
Br 2.7827 -3.4832 0.8032 0.80
H 0.4485 1.2500 -3.1210 0.10
H 2.0669 -0.6112 -3.4046 0.10
H -0.7146 1.5195 -0.9725 0.12
H 2.5369 -2.1035 -1.5418 0.07
H -0.1094 -0.5376 3.3315 0.10
H -2.4675 -0.6798 1.3178 0.09
H -2.1421 0.5107 2.6934 0.09
H -0.0807 1.2881 1.5707 0.14
```

Output
Lowest unoccupied orbital energy in eV: 0.179
Electronic energy in eV: -151619.687
Kohn-Sham gap in eV: 8.354
SMILES: BrC1=C(Br)[C@@H]2C[C@@H]2c2ccccc21